Formula: C37H40ClNOS
Source: the OMol25 dataset
Level of theory: the ωB97M-V functional and the def2-TZVPD basis

The max |F| comes out at 1.95 eV/A. The LUMO energy is 0.6 eV. Its HOMO energy is -7.8 eV. Its SMILES is CCCCOc1cccc2c1N(CCCCl)c1ccccc1S2.c1ccccc1.c1ccccc1.c1ccccc1. Its relative energy (zero: lowest compared OMol25 entry of this formula, charge and spin) is 0.358 eV.

Geometry as XYZ:
```
81
Properties=species:S:1:pos:R:3:forces:R:3
Cl 3.015046 1.835720 -2.030755 -0.036 0.315 -0.186
S -0.451318 7.080565 2.910162 0.066 -0.192 -0.275
O -0.742622 3.409411 -0.711212 -0.087 -0.007 0.634
N 0.730708 4.698853 1.218514 -0.324 1.515 0.470
C -3.670122 -2.718003 -3.655578 -0.003 -0.014 0.000
C -4.010392 -5.039080 -3.124817 0.003 0.012 -0.003
C 1.911941 -1.689499 2.654678 -0.013 0.018 -0.005
C 2.907476 4.381989 4.156425 1.090 -0.351 0.892
C 1.484796 6.220662 4.576284 0.304 0.358 0.735
C -2.740885 -5.097579 -2.565696 0.017 -0.034 0.012
C 1.629180 5.095423 0.102786 0.367 -1.653 -0.249
C 2.310021 4.155178 2.951056 -0.106 -0.267 -0.469
C 3.413846 0.484277 1.799946 -0.033 0.039 0.016
C 1.274574 4.979290 2.510026 0.682 -1.007 -0.266
C -3.284301 5.761219 0.431504 -0.179 0.192 0.211
C -0.631161 2.159676 -0.002993 0.878 -0.810 -0.992
C 0.062824 -7.994730 -3.123496 -0.002 0.024 0.004
C -2.728134 -0.306683 0.110338 0.783 0.015 0.180
C -2.607324 6.451195 1.413703 -0.537 0.074 -0.149
C 2.476794 -0.827013 3.585119 -0.012 -0.002 0.000
C -0.913414 1.024344 -1.006261 -0.120 0.244 0.498
C -0.622509 5.098833 1.020133 0.188 -0.850 -0.862
C 0.514233 -8.864833 -0.926787 0.005 0.000 0.007
C -4.474114 -3.849847 -3.671004 -0.008 -0.001 0.007
C 0.883842 5.989764 3.357790 -1.414 0.867 -0.585
C -1.196092 -0.265742 -0.189446 -0.578 0.701 -0.679
C -2.398945 -2.778197 -3.101133 0.011 0.050 -0.001
C 3.226015 0.260862 3.157657 0.000 0.016 -0.002
C -1.297391 6.106168 1.668573 1.006 0.867 1.425
C 2.394583 3.535896 -1.800606 0.294 -0.611 0.350
C -2.627163 4.748882 -0.236683 -1.007 -0.376 -1.002
C 2.844765 -0.374579 0.869709 -0.015 -0.042 -0.063
C 0.493447 -10.156725 -1.434563 -0.002 0.005 0.003
C 2.492684 3.859254 -0.307884 0.286 0.255 -0.242
C 0.303521 -7.783944 -1.771999 -0.025 0.006 -0.019
C 2.525781 5.423311 4.982314 0.161 -0.085 0.105
C 2.092640 -1.460695 1.296919 0.012 0.000 0.045
C 0.256386 -10.367397 -2.786028 -0.007 -0.007 -0.003
C -1.327702 4.407600 0.029029 0.101 0.045 0.134
C -1.933605 -3.968107 -2.558413 0.003 0.001 0.019
C 0.037102 -9.287020 -3.629848 0.005 -0.002 0.005
H 2.332845 -1.003046 4.643767 0.002 0.004 -0.011
H 4.004077 1.329455 1.464448 0.003 -0.022 -0.022
H -2.379899 -6.024456 -2.136458 -0.003 0.001 -0.021
H 1.365527 3.504300 -2.161535 0.160 0.207 0.075
H -3.092487 7.250789 1.966323 0.160 -0.112 -0.002
H -0.152887 -9.452005 -4.682930 0.009 0.003 0.009
H -2.893831 0.270776 1.027668 -0.278 -0.346 -0.058
H 3.043778 4.155876 -2.420662 -0.295 0.033 0.040
H -1.782518 1.334406 -1.601325 0.076 -0.287 0.096
H 3.664410 0.934757 3.883713 -0.002 -0.015 -0.001
H -5.463719 -3.804898 -4.108383 0.010 0.002 0.010
H 1.003931 5.308394 -0.768690 0.063 0.458 0.297
H 3.718809 3.741427 4.499157 -0.136 0.007 -0.213
H 2.987968 -0.195889 -0.187857 -0.012 0.001 0.049
H 0.241823 -11.375131 -3.182045 -0.006 0.012 0.006
H 2.171568 2.974856 0.246113 -0.151 0.229 -0.068
H 0.662317 -10.999665 -0.776291 -0.004 0.009 -0.008
H -3.100234 -1.330533 0.202607 -0.014 0.203 0.239
H -0.082183 0.928966 -1.716001 0.029 0.002 0.302
H 2.290360 5.925689 0.372966 -0.395 0.112 -0.051
H 3.045019 5.589187 5.921105 -0.170 0.030 -0.090
H 0.408479 2.006840 0.320621 -0.242 0.282 0.250
H 1.646858 -2.129373 0.570741 0.014 0.006 0.007
H 3.553463 3.991452 -0.053640 -0.194 0.077 -0.042
H 0.695626 -8.700472 0.127994 0.009 0.000 -0.013
H 0.326225 -6.775434 -1.376895 -0.001 -0.011 -0.003
H 1.174511 7.041605 5.218365 -0.190 -0.088 -0.236
H -0.841148 -1.154019 -0.722409 -0.207 0.096 0.056
H 1.329447 -2.539315 2.988170 -0.001 0.013 0.000
H -1.771735 -1.894883 -3.092853 0.000 -0.012 0.003
H -4.638194 -5.921208 -3.134847 0.007 0.010 0.004
H -4.033893 -1.788995 -4.076451 0.008 -0.011 -0.002
H -4.321777 5.989829 0.206780 0.167 -0.021 -0.017
H -3.297993 0.199002 -0.676365 0.131 -0.248 0.010
H -3.164369 4.205675 -1.012760 0.228 -0.017 0.110
H -0.615537 -0.187239 0.739866 -0.146 -0.296 -0.112
H -0.940135 -4.015016 -2.128399 -0.012 0.006 0.002
H -1.272803 2.098202 0.882461 -0.152 0.285 -0.273
H 2.658209 3.322850 2.348733 -0.218 0.096 -0.031
H -0.104921 -7.151455 -3.782262 -0.005 -0.006 0.012
```
Forces are in eV/Å.



Formula: C4H5NaO
Source: the OMol25 dataset
Level of theory: the ωB97M-V functional and the def2-TZVPD basis

The max |F| comes out at 4.73 eV/A. The LUMO energy is -0.8 eV. Its HOMO energy is -5.8 eV. Its relative energy (zero: lowest compared OMol25 entry of this formula, charge and spin) is 1.584 eV.

Geometry as XYZ:
```
11
Properties=species:S:1:pos:R:3:forces:R:3
Na -0.371195 -2.495812 -1.388625 0.002 0.559 0.790
O -0.324561 -0.297501 -2.113938 0.118 -0.266 -0.190
C -0.054538 0.634275 -1.382586 -0.484 0.262 0.461
C 0.729672 0.523007 -0.111202 0.904 0.451 -0.358
C -0.464752 -1.165330 1.466955 -0.204 -2.767 -1.257
C -0.102198 -0.058338 0.985109 -1.064 3.712 2.737
H -1.084770 -1.477682 2.305153 0.328 0.607 -0.244
H -0.558750 1.245653 1.970938 0.842 -1.733 -1.856
H 1.634529 -0.074849 -0.304092 -0.288 -0.156 0.072
H 1.081167 1.531146 0.161432 -0.231 -0.444 0.020
H -0.484604 1.635431 -1.589143 0.077 -0.223 -0.175
```
Forces are in eV/Å.



Formula: C4H7NO
Source: the OMol25 dataset
Level of theory: the ωB97M-V functional and the def2-TZVPD basis

The max |F| comes out at 1.50 eV/A. The LUMO energy is 1.0 eV. Its HOMO energy is -9.1 eV. Its SMILES is O=CNC1CC1. Its relative energy (zero: lowest compared OMol25 entry of this formula, charge and spin) is 2.726 eV.

Geometry as XYZ:
```
13
Properties=species:S:1:pos:R:3:forces:R:3
O 0.231094 2.753249 -0.754704 -0.462 -0.033 -0.177
N -0.843906 0.992792 0.267008 0.436 0.228 0.161
C 0.481212 -1.166955 0.960516 0.118 -0.219 0.460
C 0.738736 -0.785265 -0.444663 -0.559 -0.263 0.048
C -0.203943 1.628990 -0.789899 0.017 0.515 -0.021
C -0.652861 -0.413559 0.330077 0.396 -0.086 -0.680
H -1.639208 1.465198 0.677650 0.458 -0.125 0.312
H -0.116362 0.969014 -1.674479 0.107 0.330 0.151
H -1.615666 -0.950364 0.463143 0.768 -0.135 -1.276
H 0.756654 -1.471718 -1.286229 -0.171 -0.314 0.453
H 0.223287 -2.215935 1.045712 -0.065 0.039 0.546
H 1.074572 -0.749840 1.760376 0.176 0.009 -0.008
H 1.566393 -0.055606 -0.554508 -1.217 0.054 0.031
```
Forces are in eV/Å.



Formula: C25H56BN2O15PS2
Source: the OMol25 dataset
Level of theory: the ωB97M-V functional and the def2-TZVPD basis

The max |F| comes out at 4.38 eV/A. The LUMO energy is 0.2 eV. Its HOMO energy is -8.6 eV. Its SMILES is CCOP(=O)(CC[C@@]1(S)OS(=O)(=O)O[C@]1(CCOC(=O)CC)B(O)O)OCC.COCCNCCOC.COCCNCCOC.

Geometry as XYZ:
```
102
Properties=species:S:1:pos:R:3:forces:R:3
S -1.529117 1.107410 1.753673 -0.129 3.476 1.176
S -0.698267 -2.830261 2.718391 -0.611 -0.169 -0.403
P 3.603265 -0.049205 0.770317 -0.125 0.698 2.212
O 1.953933 6.370426 -0.432579 0.234 0.524 0.082
O -1.465064 0.383982 0.229600 0.505 1.103 2.291
O -0.720033 -3.986296 -0.310181 3.322 0.218 0.177
O 0.382204 -5.965730 -0.745126 -0.143 3.614 1.995
O 3.949236 1.368702 -0.115254 -0.979 -2.345 1.202
O 0.703674 9.277056 2.808113 0.042 -0.218 0.397
O -3.585081 -2.333482 1.392394 1.103 2.316 -0.899
O -3.918785 -0.841230 -0.517233 1.703 -0.125 2.122
O -0.471324 2.132388 2.038712 -1.958 -3.529 -1.505
O 3.791055 0.184163 2.271634 -0.079 -0.623 -3.238
O 4.487346 -1.402797 0.198875 -1.281 2.955 0.350
O -2.876110 1.731440 1.964401 2.964 -3.151 -0.706
O -1.169167 -0.297469 2.604281 -1.478 1.869 -1.755
O -4.347542 -5.524766 -1.136231 0.217 0.267 -0.114
O -5.486898 -6.380971 -5.434605 -0.321 0.226 0.316
N -4.631613 -3.942550 -3.660477 -0.239 0.053 0.041
N 2.929432 7.317647 2.392660 0.146 0.190 -0.166
C -5.329897 -3.952073 -4.947602 0.268 -0.235 0.053
C 0.425383 -4.859830 -0.174500 0.072 -3.408 -1.417
C -6.213287 -5.168694 -5.263146 0.113 0.199 -0.435
C -0.913085 -1.533537 -1.085963 0.646 -0.117 -0.761
C -5.529219 -3.902805 -2.504852 0.556 -0.126 0.056
C 2.323813 -5.620875 1.562585 0.305 0.013 0.132
C -4.767288 -4.163406 -1.206570 -0.659 -0.280 -0.114
C 6.296472 -1.747439 1.933730 -0.831 0.036 -0.069
C 1.753653 -4.475809 0.609355 0.362 1.120 0.016
C 2.034433 9.429954 3.303350 0.231 0.271 -0.532
C 5.916593 -1.236033 0.455566 1.482 -0.244 0.481
C -2.938211 -5.679031 -1.235050 -0.289 -0.222 0.283
C 0.869160 7.228446 -0.109851 -0.241 -0.374 -0.135
C -0.094198 8.411828 3.601589 -0.082 0.151 -0.245
C -1.379288 -1.096378 0.370586 -0.587 -0.342 -1.177
C 3.239038 6.898549 -0.117985 0.319 -0.418 0.008
C 1.019630 -0.834281 1.794796 1.753 0.748 -0.202
C 3.038420 8.776322 2.354161 -0.422 -0.275 0.285
C -0.299118 -2.993516 -1.273499 -0.119 0.831 -1.846
C 2.113008 3.028750 -0.795768 -0.567 -0.431 0.258
C 3.068191 2.444641 0.349711 -0.693 1.961 0.223
C 3.680014 6.643700 1.331691 -0.359 -0.069 0.064
C -0.513108 -1.265950 1.680238 1.488 -0.257 1.644
C -5.214201 -7.080444 -4.229648 0.207 -0.218 -0.332
C 1.757343 -0.410372 0.447617 0.060 -1.271 -0.651
B -2.993410 -1.455603 0.424732 -2.267 -0.740 0.672
H 0.055938 7.014372 -0.807779 0.111 -0.005 -0.003
H 0.837218 -2.883089 -1.377086 -1.460 -0.412 0.555
H -4.242322 -6.783153 -3.830555 -0.064 -0.014 0.255
H 2.843077 9.161529 1.347423 0.046 0.251 0.008
H -4.002178 0.118081 -0.337245 0.242 -0.553 -0.470
H 3.942986 6.365333 -0.765770 -0.059 -0.015 0.022
H 1.067903 2.581937 -0.643235 1.364 0.577 -0.348
H 3.717261 3.309713 0.737407 -0.641 -1.532 -0.587
H -3.931621 -3.467127 -1.085382 0.027 -0.147 -0.165
H 0.559352 -3.308337 3.040832 -0.600 1.069 -0.639
H 6.491847 -1.888212 -0.294321 -1.136 1.158 0.833
H -4.557310 -3.890805 -5.720362 -0.121 -0.035 -0.050
H 1.679739 -1.634588 2.292159 -1.272 1.137 -0.805
H -1.123822 8.475959 3.242079 0.145 0.062 -0.020
H 6.792708 -2.778336 1.945445 -0.457 1.585 -0.260
H -0.073537 8.711284 4.654131 0.015 -0.087 -0.014
H 0.237693 7.375443 3.502272 -0.013 -0.098 0.196
H 1.754815 -1.320165 -0.246894 -0.001 1.290 0.706
H -5.452022 -4.004799 -0.367897 0.060 0.093 -0.007
H 0.498033 7.008679 0.893058 -0.050 0.233 0.061
H 1.091901 0.068376 2.505642 -0.291 -1.486 -1.066
H 2.411031 2.138148 1.233750 1.036 0.192 -1.149
H -6.693694 -4.974583 -6.227807 0.058 -0.030 0.024
H -5.151991 -8.144963 -4.469045 -0.053 0.086 -0.042
H 2.576792 -4.252327 -0.166931 -1.403 -0.395 0.940
H 1.627822 -3.486899 1.183387 0.051 -1.607 -0.882
H 2.446087 2.757490 -1.852614 -0.198 0.431 1.497
H 3.239877 -5.225760 2.139606 -1.476 -0.388 -0.920
H 5.301278 -1.884322 2.494621 1.645 0.504 -0.658
H 1.223091 0.443246 -0.077101 0.939 -0.943 0.678
H 6.176645 -0.126498 0.288036 -0.146 -1.775 0.328
H 3.592140 5.569725 1.524046 0.049 0.029 -0.094
H -5.995079 -6.942291 -3.477638 0.059 0.111 0.005
H -6.004760 -2.918661 -2.452153 0.028 -0.005 -0.036
H -2.694569 -6.722082 -1.019656 -0.102 0.092 -0.048
H -4.056527 -4.775615 -3.604601 -0.064 0.086 0.043
H -2.592976 -5.450307 -2.247404 0.213 0.093 -0.026
H -4.336406 -1.822064 1.774863 0.289 -0.900 -0.570
H 1.560701 -5.971816 2.329365 0.892 0.434 -1.062
H -2.420492 -5.044369 -0.511365 -0.283 -0.249 -0.271
H -0.123949 -0.790988 -1.479357 -1.200 -1.095 0.745
H -6.314764 -4.661764 -2.587261 -0.142 0.026 0.186
H 4.051941 9.069136 2.644650 -0.007 -0.037 -0.016
H 1.953860 7.055961 2.307333 0.096 0.039 0.056
H 2.702825 -6.513317 0.965726 -0.776 1.172 0.695
H -0.654957 -3.373578 -2.303757 0.586 0.600 1.472
H 1.981497 4.163499 -0.686843 0.400 -1.709 -0.188
H -5.930330 -3.040125 -5.033285 -0.052 -0.057 0.077
H 6.943066 -0.963025 2.450919 -0.910 -1.243 -0.558
H 3.311173 7.953094 -0.403699 -0.173 0.046 0.096
H -1.787273 -1.439588 -1.830060 1.070 -0.018 1.522
H -7.029294 -5.297505 -4.544126 0.120 -0.070 0.152
H 4.741447 6.893285 1.433212 -0.045 0.082 -0.039
H 2.235709 10.505481 3.328600 0.025 -0.033 0.026
H 1.129215 8.286010 -0.198765 0.070 -0.042 0.097
H 2.141247 9.050705 4.324805 -0.080 -0.150 -0.112
```
Forces are in eV/Å.